Molecular formula: C52H72F14INO7S
Method: DFT, wB97M-V/def2-TZVPD

Atoms and positions in Å:
I (-0.37, 2.58, 7.00)
S (2.63, -3.57, 4.01)
F (-0.24, 1.89, -2.49)
F (0.23, 1.69, 3.19)
F (0.02, 2.20, -0.33)
F (0.67, -0.02, -4.38)
F (3.53, 0.00, -2.40)
F (2.41, -0.18, -6.27)
F (-2.01, 0.71, -0.77)
F (3.11, -1.54, -4.70)
F (2.13, 0.58, -0.28)
F (4.09, 0.38, -5.00)
F (1.68, -1.17, -2.30)
F (-0.98, -0.56, -2.21)
F (1.97, 1.74, -4.24)
F (2.27, 2.23, -1.70)
O (1.65, 0.51, 7.49)
O (-2.05, 5.20, 2.27)
O (-1.77, -7.05, 2.17)
O (5.99, 5.69, -4.86)
O (-4.37, 1.95, -5.80)
O (-0.55, 11.86, 1.37)
O (0.73, -7.47, 8.39)
N (0.58, -2.91, 1.90)
C (-0.12, 9.63, 0.73)
C (-2.06, -4.26, -1.49)
C (1.72, -8.98, 9.91)
C (0.11, -6.69, 3.63)
C (-1.55, -3.75, -5.73)
C (2.03, 1.47, 5.32)
C (-3.01, 3.84, -5.42)
C (2.92, -0.26, -5.03)
C (0.55, 10.56, -0.27)
C (-2.08, 6.48, 1.64)
C (1.68, 1.04, -1.46)
C (-0.44, -0.84, 0.07)
C (-0.63, -4.99, 2.06)
C (-0.35, 10.55, 1.91)
C (0.15, 1.30, -1.34)
C (2.22, -0.95, 4.61)
C (0.78, -8.86, 8.71)
C (0.38, -0.55, 2.52)
C (1.33, -6.70, 9.43)
C (5.96, 3.55, -5.86)
C (-2.12, 4.85, -0.06)
C (0.77, 0.47, 3.37)
C (1.34, 1.29, 6.66)
C (1.87, -2.00, 3.77)
C (5.04, 4.90, -4.14)
C (-1.58, -4.52, 1.00)
C (4.66, 3.74, -5.07)
C (-2.48, 2.68, -4.59)
C (-3.07, -3.57, -5.68)
C (-0.81, 0.12, -1.04)
C (-0.19, 11.87, -0.01)
C (-3.56, -3.00, -4.33)
C (0.96, -1.81, 2.73)
C (-0.76, -6.26, 2.63)
C (2.18, 0.05, -2.55)
C (-0.67, -0.26, 1.48)
C (6.43, 4.99, -6.02)
C (-3.16, -5.31, -1.71)
C (-3.87, 3.12, -6.45)
C (-1.03, -4.66, -0.43)
C (1.68, 0.31, 4.41)
C (-4.42, -3.97, -3.53)
C (0.42, -4.19, 2.51)
C (2.05, -6.42, 5.17)
C (1.49, -7.65, 10.61)
C (-3.68, 1.74, -4.56)
C (1.90, 0.41, -4.05)
C (-3.74, -5.30, -3.13)
C (1.29, -4.62, 3.52)
C (-1.88, 4.18, 1.29)
C (-1.62, 6.26, 0.20)
C (1.14, -5.89, 4.09)
H (0.47, 10.23, -1.31)
H (5.51, 4.53, -3.22)
H (-2.52, -3.31, -1.20)
H (-2.53, -5.06, 1.09)
H (-1.55, -4.08, -2.44)
H (-5.31, -4.21, -4.12)
H (-2.03, 7.01, -0.48)
H (2.81, -5.70, 5.45)
H (-2.15, 2.96, -3.59)
H (1.50, -9.85, 10.52)
H (3.10, 1.50, 5.53)
H (-1.22, 10.28, 2.51)
H (-1.23, -4.53, -5.04)
H (-1.44, 7.17, 2.20)
H (-4.49, -6.10, -3.19)
H (-4.76, -3.48, -2.61)
H (0.41, 12.75, -0.21)
H (-0.15, -4.02, -0.52)
H (-0.23, -9.20, 8.97)
H (2.29, -6.32, 9.09)
H (-1.64, 2.20, -5.10)
H (-2.58, 3.37, 1.50)
H (1.47, -6.72, 6.04)
H (0.58, -1.18, -0.06)
H (2.91, -1.12, 5.43)
H (-4.71, 3.71, -6.80)
H (1.74, 2.42, 4.88)
H (-3.54, -4.54, -5.85)
H (1.18, -2.97, 1.08)
H (-1.05, -2.82, -5.46)
H (-2.23, 4.45, -5.88)
H (-0.86, 3.79, 1.36)
H (4.34, 2.86, -4.52)
H (7.52, 5.08, -6.08)
H (2.31, -7.36, 11.27)
H (-1.80, -3.46, 1.18)
H (1.61, 10.67, -0.03)
H (1.12, -9.42, 7.84)
H (-1.10, 11.93, -0.62)
H (-1.23, -4.03, -6.74)
H (3.85, 4.05, -5.74)
H (0.68, -5.85, 9.66)
H (-3.18, 4.85, -0.30)
H (-1.60, 4.34, -0.88)
H (-4.16, -2.10, -4.51)
H (5.99, 5.45, -6.91)
H (2.76, -9.06, 9.56)
H (4.19, 5.52, -3.87)
H (-3.41, 0.69, -4.48)
H (-0.53, 6.30, 0.15)
H (-3.38, -2.92, -6.50)
H (-2.96, -5.56, -3.85)
H (-2.74, -6.30, -1.50)
H (-2.71, -2.69, -3.74)
H (-1.08, -1.71, -0.08)
H (2.58, -7.30, 4.77)
H (-1.08, 9.28, 0.33)
H (-3.63, 4.49, -4.80)
H (0.57, -7.69, 11.20)
H (-4.35, 1.99, -3.73)
H (-1.81, -7.86, 2.69)
H (-0.03, -7.69, 4.05)
H (-3.27, 2.81, -7.32)
H (-0.77, 0.82, 1.41)
H (0.47, 8.75, 0.98)
H (-3.11, 6.87, 1.67)
H (6.67, 2.98, -5.27)
H (-3.98, -5.15, -1.00)
H (-1.63, -0.62, 1.86)
H (5.82, 3.04, -6.81)
H (-0.71, -5.69, -0.59)
H (0.53, 10.58, 2.57)

Results
* calculated total energy: -4700.05642 Eh
* LUMO level: 0.27 eV
* SMILES: CCCCCCCCCc1c(O)cc(C)c2c1Nc1c(cc(CC(=O)I)c(F)c1CCC(F)(F)C(F)(F)C(F)(F)C(F)(F)C(F)(F)C(F)(F)F)S2.C1CCOC1.C1CCOC1.C1CCOC1.C1CCOC1.C1CCOC1
* molecular weight: 1248.1 g mol⁻¹
* strongest force on any atom: 0.009 hartree/bohr

---

Molecular formula: C52H78O39
Method: DFT, wB97M-V/def2-TZVPD

Atoms and positions in Å:
O (-11.19, 8.63, 16.89)
O (-15.56, 12.99, 13.07)
O (-10.75, 14.21, 17.05)
O (-13.75, 8.49, 14.23)
O (-13.59, 3.83, 17.69)
O (-15.29, 5.23, 17.27)
O (-9.15, 13.06, 18.12)
O (-15.73, 6.10, 21.71)
O (-9.63, 7.79, 15.50)
O (-16.56, 10.68, 20.39)
O (-4.33, 10.07, 21.83)
O (-14.47, 15.30, 19.64)
O (-5.46, 9.09, 20.15)
O (-9.44, 1.73, 14.29)
O (-9.10, 3.77, 13.41)
O (-4.33, 8.58, 13.46)
O (-10.26, 9.92, 15.33)
O (-3.95, 11.52, 15.59)
O (-13.82, 7.23, 22.07)
O (-17.35, 12.55, 11.79)
O (-14.06, 6.03, 20.22)
O (-4.50, 11.07, 19.84)
O (-8.68, 3.43, 15.56)
O (-5.48, 12.89, 14.65)
O (-15.40, 7.77, 12.95)
O (-12.64, 15.32, 20.88)
O (-16.67, 9.02, 17.11)
O (-13.34, 13.38, 19.99)
O (-18.51, 11.82, 20.35)
O (-17.95, 10.54, 22.10)
O (-14.86, 8.77, 18.44)
O (-4.13, 10.59, 12.43)
O (-16.72, 14.67, 12.18)
O (-16.77, 7.65, 18.80)
O (-6.14, 11.05, 15.67)
O (-13.84, 6.32, 13.68)
O (-13.17, 5.78, 16.75)
O (-6.11, 9.56, 12.55)
O (-10.11, 14.78, 19.13)
C (-14.30, 7.41, 13.64)
C (-11.85, 17.57, 20.52)
C (-15.03, 14.18, 13.69)
C (-7.40, 13.52, 13.35)
C (-9.10, 2.86, 14.41)
C (-15.98, 8.52, 18.14)
C (-14.14, 4.97, 17.23)
C (-7.08, 5.19, 16.00)
C (-13.49, 14.55, 20.19)
C (-7.21, 9.29, 18.51)
C (-17.07, 9.40, 13.57)
C (-5.74, 9.41, 18.75)
C (-14.64, 6.42, 21.36)
C (-15.85, 9.89, 21.34)
C (-9.03, 14.39, 20.02)
C (-15.66, 9.16, 13.07)
C (-16.90, 9.62, 22.42)
C (-4.72, 10.06, 20.71)
C (-18.07, 7.54, 18.24)
C (-13.53, 14.13, 13.73)
C (-14.12, 16.67, 19.73)
C (-11.75, 2.53, 17.34)
C (-8.42, 4.83, 15.38)
C (-19.13, 7.68, 19.30)
C (-4.77, 9.65, 12.78)
C (-9.48, 14.40, 21.45)
C (-14.59, 9.65, 14.09)
C (-17.72, 11.13, 20.90)
C (-11.26, 10.77, 15.91)
C (-15.61, 15.30, 12.84)
C (-8.72, 13.00, 19.48)
C (-11.73, 10.42, 18.42)
C (-12.76, 6.59, 20.07)
C (-7.31, 11.52, 15.04)
C (-5.44, 7.75, 13.84)
C (-11.46, 7.30, 22.18)
C (-6.91, 12.96, 14.66)
C (-11.90, 5.11, 16.76)
C (-6.88, 7.44, 11.74)
C (-16.64, 13.34, 12.32)
C (-11.86, 9.89, 17.01)
C (-14.62, 10.64, 21.79)
C (-12.13, 3.94, 17.72)
C (-10.28, 8.70, 15.92)
C (-12.66, 7.55, 21.28)
C (-13.04, 16.69, 20.84)
C (-10.07, 14.05, 18.01)
C (-18.05, 8.66, 17.20)
C (-6.58, 8.28, 12.97)
C (-5.18, 10.83, 18.61)
C (-8.47, 4.98, 13.85)
C (-5.07, 11.79, 15.31)
H (-7.50, 5.11, 13.37)
H (-10.58, 14.37, 21.48)
H (-8.48, 13.67, 13.38)
H (-7.19, 12.82, 12.54)
H (-10.77, 11.60, 16.43)
H (-12.10, 2.21, 16.35)
H (-11.46, 8.06, 22.96)
H (-6.03, 7.13, 11.12)
H (-6.32, 5.00, 15.24)
H (-17.82, 9.22, 12.81)
H (-12.71, 7.12, 19.12)
H (-7.76, 10.06, 19.06)
H (-17.15, 10.46, 13.84)
H (-11.49, 17.37, 19.52)
H (-6.92, 14.49, 13.18)
H (-18.52, 9.58, 17.57)
H (-4.50, 10.88, 17.76)
H (-13.11, 14.37, 12.75)
H (-7.49, 6.57, 11.99)
H (-7.46, 9.54, 17.48)
H (-13.12, 13.15, 13.98)
H (-14.85, 11.54, 22.36)
H (-12.04, 1.81, 18.10)
H (-15.55, 8.96, 20.87)
H (-19.11, 8.71, 19.68)
H (-13.12, 14.88, 14.42)
H (-16.56, 9.85, 23.43)
H (-11.07, 17.46, 21.27)
H (-18.45, 8.41, 16.23)
H (-10.71, 10.44, 18.80)
H (-9.18, 5.77, 13.59)
H (-13.44, 17.01, 21.81)
H (-18.94, 7.03, 20.15)
H (-13.95, 9.98, 22.35)
H (-17.26, 8.58, 22.41)
H (-11.20, 5.80, 17.23)
H (-5.22, 6.72, 13.56)
H (-13.93, 10.46, 13.75)
H (-5.63, 7.83, 14.91)
H (-11.48, 6.35, 22.71)
H (-7.62, 10.89, 14.20)
H (-11.96, 5.86, 20.18)
H (-9.18, 12.16, 20.00)
H (-9.23, 5.46, 15.73)
H (-6.88, 4.59, 16.88)
H (-14.95, 15.60, 12.03)
H (-7.66, 8.32, 18.75)
H (-11.58, 4.85, 15.75)
H (-7.53, 8.42, 13.51)
H (-20.12, 7.51, 18.87)
H (-10.65, 2.47, 17.31)
H (-15.88, 16.14, 13.47)
H (-12.33, 9.80, 19.08)
H (-7.29, 13.59, 15.47)
H (-14.99, 17.23, 20.09)
H (-9.19, 13.52, 22.03)
H (-12.17, 18.61, 20.63)
H (-5.15, 8.67, 18.22)
H (-12.68, 8.61, 21.02)
H (-7.47, 8.06, 11.07)
H (-15.43, 14.15, 14.71)
H (-7.64, 12.81, 19.53)
H (-18.11, 6.58, 17.71)
H (-15.00, 9.90, 15.07)
H (-17.16, 8.74, 14.43)
H (-8.13, 11.55, 15.76)
H (-7.04, 6.24, 16.26)
H (-11.82, 4.15, 18.74)
H (-9.27, 15.32, 22.00)
H (-11.96, 11.12, 15.16)
H (-15.46, 9.64, 12.11)
H (-12.91, 9.69, 16.78)
H (-5.98, 11.56, 18.52)
H (-14.05, 11.00, 20.93)
H (-12.21, 11.39, 18.54)
H (-13.75, 17.09, 18.80)
H (-10.51, 7.40, 21.65)
H (-8.20, 15.06, 19.80)

Results
* calculated total energy: -4962.85674 Eh
* LUMO level: -0.12 eV
* molecular weight: 1327.2 g mol⁻¹
* strongest force on any atom: 0.049 hartree/bohr